Computed, not measured: a molecular structure, CH3FNO2PS2, with ωB97M-V/def2-TZVPD.

Element x y z (Å)
N1 -1.38 -1.73 0.34
H1 -0.41 1.89 -0.12
S1 -2.74 0.68 0.12
H2 0.79 -2.68 -0.13
S2 0.10 -1.60 -0.53
H3 2.95 -0.63 -0.10
O1 0.58 1.60 -0.21
F1 -1.66 2.52 -0.19
C1 -1.97 -0.62 0.16
O2 2.64 0.26 0.11
P1 1.09 0.31 0.54

## Properties
- energy above the lowest of the compared OMol25 structures with the same formula, charge and spin (kcal per mole) = 0.0
- highest occupied orbital energy (Ha) = -0.329
- electronic energy (eV) = -40345.6265

Charges per atom according to Löwdin partitioning, unit e:
1 N -0.34
2 H -0.04
3 S 1.01
4 H -0.07
5 S 0.75
6 H 0.06
7 O -0.29
8 F -0.59
9 C -0.93
10 O -0.28
11 P 0.72

---

Computed, not measured: a molecular structure, C5H9NO, with ωB97M-V/def2-TZVPD.

Element x y z (Å)
H1 -1.61 2.02 -1.14
C1 0.22 0.67 -0.01
O1 -0.90 0.22 -0.59
H2 -0.73 -1.81 0.39
H3 2.01 1.40 0.37
C2 1.22 -0.88 0.73
H4 3.03 -1.49 1.44
H5 -2.59 0.58 -1.27
C3 1.09 1.59 -0.22
H6 1.13 2.54 -0.87
C4 -1.95 1.14 -0.65
H7 0.80 -2.94 0.45
N1 2.39 -0.69 1.08
C5 0.32 -1.98 0.76
H8 0.26 -2.11 1.86
H9 -2.33 1.38 0.35

## Properties
- energy above the lowest of the compared OMol25 structures with the same formula, charge and spin (kcal per mole) = 85.9
- highest occupied orbital energy (spin up / spin down) (Ha) = -0.152 / -0.328
- electronic energy (eV) = -8860.0519
- <S²> = 2.017
- 2S+1 = 3

Charges per atom according to Löwdin partitioning, unit e:
1 H 0.08
2 C -0.28
3 O -0.11
4 H 0.09
5 H 0.05
6 C -0.35
7 H 0.12
8 H 0.09
9 C -0.02
10 H 0.09
11 C -0.05
12 H 0.10
13 N 0.09
14 C -0.09
15 H 0.09
16 H 0.11

---

Computed, not measured: 2 unconnected molecules or ions with the total composition C6H14N2O2, with ωB97M-V/def2-TZVPD.

Element x y z (Å)
C1 -3.25 -0.96 -0.50
H1 -2.52 -0.41 2.11
H2 0.27 -0.48 1.44
O1 -1.07 -1.77 -0.42
H3 0.00 2.74 -1.59
H4 -0.19 -1.97 2.03
H5 -0.55 1.18 -1.05
H6 -0.49 -0.55 3.18
H7 -3.68 -2.00 -0.79
C2 1.51 1.63 -0.52
H8 2.74 -1.40 0.01
C3 -1.99 -1.17 0.20
H9 -3.94 -0.36 0.09
N1 1.77 0.22 -0.93
O2 2.42 2.39 -0.27
H10 0.93 -0.44 -0.72
C4 0.07 2.08 -0.68
H11 3.79 0.24 -0.27
H12 3.35 -0.96 -1.49
C5 2.99 -0.48 -0.52
H13 -0.26 2.81 0.05
C6 -0.51 -0.95 2.11
H14 -3.19 -0.40 -1.63
N2 -1.77 -0.76 1.44

## Properties
- energy above the lowest of the compared OMol25 structures with the same formula, charge and spin (kcal per mole) = 56.3
- SMILES = CNC(C)=O.CNC(C)=O
- highest occupied orbital energy (Ha) = -0.333
- electronic energy (eV) = -13523.1818

Charges per atom according to Löwdin partitioning, unit e:
1 C -0.03
2 H 0.18
3 H 0.08
4 O -0.02
5 H 0.09
6 H 0.07
7 H 0.09
8 H 0.11
9 H 0.12
10 C -0.49
11 H 0.07
12 C -0.62
13 H 0.05
14 N -0.04
15 O 0.04
16 H 0.11
17 C -0.02
18 H 0.09
19 H 0.09
20 C -0.12
21 H 0.08
22 C -0.08
23 H 0.16
24 N -0.01

---

Computed, not measured: 2 unconnected molecules or ions with the total composition C6H9N, with ωB97M-V/def2-TZVPD.

Element x y z (Å)
H1 1.21 2.15 0.71
C1 -0.16 0.25 0.10
H2 2.32 2.77 -1.26
C2 1.61 1.39 0.14
H3 2.15 0.58 0.72
H4 -0.45 0.95 -0.70
H5 -0.21 -2.62 2.29
C3 -1.42 -1.93 1.02
C4 -1.06 -0.73 0.37
H6 -2.32 -1.91 -0.94
H7 0.95 1.70 -1.79
H8 -3.36 -1.15 0.43
C5 -2.35 -1.46 0.04
C6 1.86 1.79 -1.25
H9 2.42 1.06 -1.77
N1 -1.19 -2.85 1.89

## Properties
- energy above the lowest of the compared OMol25 structures with the same formula, charge and spin (kcal per mole) = 148.2
- highest occupied orbital energy (Ha) = -0.330
- electronic energy (eV) = -7851.7345

Charges per atom according to Löwdin partitioning, unit e:
1 H 0.04
2 C 0.11
3 H 0.09
4 C -0.09
5 H 0.09
6 H 0.03
7 H 0.08
8 C -0.42
9 C -0.21
10 H 0.10
11 H 0.05
12 H 0.13
13 C -0.04
14 C -0.15
15 H 0.06
16 N 0.12

---

Computed, not measured: 12 unconnected molecules or ions with the total composition C44H122N10O14, with ωB97M-V/def2-TZVPD.

Element x y z (Å)
C1 4.25 -4.63 0.18
H1 4.07 -3.79 -0.51
H2 2.81 0.58 -4.42
C2 4.86 -0.27 1.66
C3 2.39 3.73 -4.05
H3 -4.25 -1.92 -5.35
H4 -5.63 -1.44 1.09
C4 4.09 3.81 -5.68
C5 -5.35 1.01 -1.66
H5 -5.33 1.42 -0.61
H6 -3.88 -0.46 -1.49
H7 -3.62 0.41 -2.79
N1 -3.33 4.80 -1.63
H8 7.05 2.53 2.37
C6 -0.36 5.95 0.16
H9 -3.23 -2.15 -3.33
N2 -3.92 0.52 -1.82
H10 5.77 -0.87 1.40
C7 -0.14 0.05 5.73
N3 0.08 3.80 -5.01
N4 -1.77 -0.68 -3.35
H11 4.15 3.49 -6.71
H12 -0.84 0.58 1.05
N5 -1.30 -4.44 0.33
C8 2.94 2.86 0.23
O1 3.19 0.05 -3.72
H13 5.02 -5.56 2.32
H14 2.41 -3.52 2.49
O2 -4.57 -0.68 2.82
H15 -1.35 -4.71 -6.61
H16 -6.64 2.67 -2.38
H17 -4.10 -3.28 1.96
H18 -0.85 -3.12 -3.97
O3 2.22 -3.22 -2.41
H19 2.75 2.14 1.04
C9 -2.57 -1.69 -4.09
H20 0.97 3.32 -1.77
H21 -4.90 0.35 4.58
H22 6.12 2.55 5.36
H23 -1.14 -0.20 -4.02
H24 -3.31 -2.25 3.71
H25 7.67 -4.09 0.04
O4 5.10 1.03 1.86
H26 -4.21 -3.54 -2.87
H27 2.90 3.88 0.60
O5 -2.42 -3.86 -5.13
C10 0.94 4.02 -3.83
C11 -5.64 2.26 -2.50
C12 -0.07 -2.14 5.00
H28 0.48 6.26 -0.44
C13 -6.44 -0.98 0.48
C14 -0.78 -0.14 0.22
H29 -2.19 2.70 4.84
H30 -0.40 -2.93 -0.49
H31 3.79 -2.40 -3.38
H32 -3.47 3.78 -1.71
H33 0.53 -2.00 4.08
H34 0.33 4.42 -5.77
H35 6.79 -5.44 -0.66
N6 6.14 0.36 -2.27
H36 1.56 -3.04 -1.66
H37 3.97 0.81 -0.78
H38 -1.27 0.25 -1.55
C15 2.29 -0.86 -3.10
C16 -3.07 -3.20 1.60
H39 1.46 -1.14 -3.76
H40 2.76 2.76 -3.68
C17 3.05 -2.10 -2.64
H41 -2.35 4.83 -1.94
H42 6.35 -3.84 -1.14
H43 -4.17 0.18 1.07
H44 4.60 3.05 -5.07
C18 -5.26 -0.57 4.06
O6 2.70 3.90 -5.38
H45 0.37 -0.16 6.70
H46 -4.42 -0.82 6.76
H47 6.58 2.69 -3.06
H48 -4.31 1.32 2.43
H49 -4.16 3.68 1.25
C19 -5.12 -1.58 6.41
H50 5.32 0.40 -2.92
H51 -6.45 -0.42 -2.77
N7 -3.53 -2.23 4.70
H52 2.05 -3.17 0.78
H53 -2.93 -0.96 -6.07
C20 0.21 -1.25 0.45
H54 3.64 -2.70 1.47
O7 -0.52 0.52 -0.98
H55 5.57 -3.39 1.27
O8 3.32 -4.70 1.14
H56 -1.85 4.75 1.47
H57 -3.88 -0.24 -4.80
H58 -2.85 -1.58 5.09
H59 -2.23 -5.82 -5.56
C21 -3.40 -4.28 -2.89
H60 -4.52 -4.83 -0.43
N8 5.30 3.66 2.76
C22 -3.25 5.09 -0.13
H61 -1.13 -1.25 -2.78
H62 -3.70 -5.20 -3.39
O9 0.27 -2.17 -0.63
H63 -6.12 -1.20 6.67
C23 5.94 1.50 -1.36
H64 2.20 2.66 -0.55
H65 0.61 -2.41 5.81
H66 4.21 -0.40 0.80
C24 4.52 1.69 -1.14
H67 -3.01 -2.22 1.15
H68 4.51 -0.88 2.51
H69 -1.09 -2.36 -5.46
H70 -5.59 -2.65 4.60
C25 -1.70 -2.82 -4.62
N9 -0.12 2.25 6.67
H71 0.27 2.20 -2.98
H72 1.86 -0.34 -2.23
H73 -0.13 5.94 1.24
H74 -3.08 6.16 -0.01
C26 -2.78 -4.41 0.71
C27 -1.00 1.25 5.96
H75 -5.61 2.00 -3.60
H76 4.57 4.79 -5.52
H77 0.68 0.31 5.03
C28 5.64 1.20 3.12
H78 -7.35 -1.50 0.77
O10 -2.84 -4.65 -1.61
H79 -0.79 -4.53 1.22
H80 1.21 -0.78 0.50
H81 -2.06 1.04 4.10
C29 -4.96 -1.80 4.91
H82 -1.11 6.76 0.10
O11 -6.08 -1.17 -0.90
O12 -0.86 -1.04 5.33
H83 6.40 1.34 -0.39
C30 6.59 2.73 -1.97
C31 6.81 2.85 4.56
H84 -7.39 0.35 -1.51
H85 -2.60 -3.80 -3.48
H86 -3.85 -3.21 -0.66
H87 -0.76 -5.01 -4.99
H88 0.85 5.09 -3.55
C32 2.84 -3.44 1.49
H89 0.08 1.95 7.62
H90 -0.64 3.56 -2.51
H91 7.12 3.88 4.62
H92 -1.13 -5.33 -0.17
C33 -6.40 -0.08 -1.73
C34 0.39 3.25 -2.67
H93 -1.80 -0.57 0.16
C35 -1.68 -4.89 -5.57
H94 -0.74 -2.97 4.79
C36 6.68 -4.42 -0.27
H95 6.27 3.68 -1.56
H96 -6.31 -0.31 3.85
N10 5.92 -5.34 1.88
H97 4.22 -5.59 -0.33
C37 -1.55 1.84 4.66
H98 3.61 -1.85 -1.71
H99 -5.77 0.54 1.69
H100 -1.99 3.31 0.49
C38 -1.95 4.40 0.41
H101 -3.11 -5.29 1.29
H102 6.19 -6.21 1.38
H103 -2.41 -3.31 2.47
H104 -0.69 3.10 6.79
H105 5.79 -0.48 -1.75
H106 7.66 2.62 -1.74
C39 5.61 -4.38 0.80
C40 -4.49 4.49 0.58
H107 -5.15 3.99 -0.11
H108 6.36 0.44 3.46
H109 2.94 4.50 -3.47
H110 -4.81 2.94 -2.58
H111 -0.86 4.08 -4.71
H112 -6.40 0.07 0.76
C41 -3.48 -1.19 -5.16
H113 4.55 3.66 3.46
C42 6.30 2.55 3.17
H114 4.03 1.99 -2.09
O13 4.26 2.78 -0.26
H115 -4.92 -2.50 6.94
C43 -3.58 -4.27 -0.54
H116 -5.01 5.23 1.19
H117 4.82 3.29 1.91
H118 -0.74 2.19 4.00
H119 -1.89 0.98 6.56
H120 7.71 2.26 4.82
H121 4.82 1.20 3.86
O14 -0.86 4.77 -0.29
H122 0.15 -1.77 1.42
C44 -4.72 0.40 1.99

## Properties
- energy above the lowest of the compared OMol25 structures with the same formula, charge and spin (kcal per mole) = 218.6
- SMILES = COC[C@H](C)N.COC[C@H](C)N.COC[C@H](C)N.COC[C@H](C)N.COC[C@H](C)N.COC[C@H](C)N.COC[C@H](C)N.COC[C@H](C)N.COC[C@H](C)N.COC[C@H](C)N.OCCO.OCCO
- highest occupied orbital energy (Ha) = -0.326
- electronic energy (eV) = -91162.0400

Here are the Löwdin charges for atoms 1 to 99, given in e:
1 C -0.27
2 H 0.11
3 H 0.08
4 C -0.18
5 C -0.24
6 H 0.09
7 H 0.08
8 C -0.08
9 C -0.41
10 H 0.12
11 H 0.06
12 H 0.03
13 N 0.04
14 H 0.14
15 C -0.13
16 H 0.10
17 N 0.07
18 H 0.10
19 C -0.26
20 N 0.04
21 N 0.06
22 H 0.09
23 H 0.12
24 N 0.05
25 C -0.10
26 O -0.09
27 H 0.07
28 H 0.10
29 O -0.23
30 H 0.10
31 H 0.08
32 H 0.09
33 H 0.14
34 O -0.10
35 H 0.09
36 C -0.44
37 H 0.05
38 H 0.13
39 H 0.08
40 H 0.10
41 H 0.00
42 H 0.08
43 O -0.17
44 H 0.10
45 H 0.10
46 O -0.23
47 C -0.44
48 C -0.06
49 C -0.11
50 H 0.10
51 C -0.09
52 C -0.26
53 H 0.07
54 H 0.09
55 H 0.13
56 H 0.04
57 H 0.08
58 H 0.07
59 H 0.08
60 N 0.06
61 H 0.08
62 H 0.11
63 H 0.04
64 C -0.22
65 C -0.07
66 H 0.12
67 H 0.10
68 C -0.26
69 H 0.05
70 H 0.08
71 H 0.09
72 H 0.08
73 C -0.18
74 O -0.19
75 H 0.13
76 H 0.07
77 H 0.07
78 H 0.10
79 H 0.06
80 C -0.07
81 H 0.06
82 H 0.13
83 N 0.06
84 H 0.07
85 H 0.09
86 C -0.23
87 H 0.06
88 O -0.08
89 H 0.12
90 O -0.17
91 H 0.13
92 H 0.07
93 H 0.05
94 H 0.10
95 C -0.05
96 H 0.14
97 N 0.05
98 C -0.35
99 H 0.07

---

Computed, not measured: a molecular structure, C34H59BF2GeN5O4SSeSiTi, with ωB97M-V/def2-TZVPD.

Element x y z (Å)
O1 1.36 0.00 0.22
H1 -2.46 -1.88 4.67
H2 -1.05 -6.46 -3.96
H3 -1.09 4.18 4.43
C1 2.23 -4.95 -1.92
C2 -1.66 -3.38 3.35
C3 0.54 2.03 5.04
H4 -0.28 0.62 -5.90
C4 2.12 3.41 0.68
H5 1.09 5.03 -3.49
H6 -5.53 0.50 0.09
H7 0.16 1.81 6.05
F1 -2.01 2.14 -0.74
H8 -1.99 2.15 -6.29
H9 2.61 5.08 2.79
N1 2.27 -1.17 2.68
H10 2.51 -5.86 -1.40
S1 0.42 2.09 -2.15
H11 1.35 3.94 0.10
H12 1.24 1.23 4.77
C5 -2.09 4.42 -2.70
C6 -0.26 0.85 -4.83
C7 -0.34 -3.21 -2.98
H13 1.08 2.97 5.09
H14 -1.95 -6.73 3.89
Se1 0.39 -1.79 -1.82
C8 -0.63 2.08 4.05
Ti1 -0.46 0.19 0.57
H15 -1.73 0.62 5.22
H16 -1.42 -3.15 -2.85
C9 -3.21 -6.14 6.18
C10 -1.57 3.21 4.49
N2 -0.83 4.23 -3.41
H17 2.48 -0.61 -2.51
H18 -2.46 3.22 3.86
Ge1 0.30 -4.94 -2.33
C11 1.61 4.63 2.76
H19 -1.69 -5.72 -0.90
H20 -0.09 -2.98 -4.01
O2 3.46 0.06 -0.50
H21 4.10 -0.67 1.79
C12 -0.64 -1.62 1.67
H22 -2.78 3.60 -2.91
H23 2.59 -2.31 -3.03
H24 -3.35 -3.48 6.31
H25 0.34 -7.34 -3.31
C13 2.63 -0.26 0.33
H26 -1.89 3.05 5.53
B1 -1.12 1.20 -1.28
H27 -2.55 5.36 -3.03
C14 0.01 -6.37 -3.69
C15 1.69 3.23 2.14
C16 -2.84 -3.84 5.42
C17 2.81 2.45 2.85
H28 -0.77 -4.43 -0.11
H29 1.58 -1.16 -3.96
C18 -3.62 0.49 1.06
N3 -3.61 -6.89 6.95
C19 -1.38 0.75 4.18
H30 -0.88 0.12 -4.30
H31 2.74 1.38 2.67
H32 2.47 -1.99 3.22
H33 -1.06 -5.12 2.26
C20 -2.34 -2.94 4.51
C21 -0.68 -5.36 -0.68
H34 2.78 2.61 3.93
H35 3.35 -2.09 1.07
H36 2.30 2.46 0.18
H37 3.79 2.80 2.49
H38 -4.74 -2.36 0.22
H39 0.57 -6.15 -4.60
H40 2.84 -4.87 -2.83
O3 -2.20 -2.07 -0.71
N4 -2.54 -0.19 0.57
C22 -1.55 -4.76 3.15
N5 -0.72 2.21 -4.65
H41 -5.46 -0.50 1.54
C23 -1.16 3.78 1.53
H42 2.46 -4.09 -1.28
C24 -4.45 -1.39 -0.19
H43 -4.77 -1.35 -1.23
H44 -2.21 3.46 1.45
C25 -4.92 -0.21 0.64
C26 1.94 -1.44 -2.97
H45 -0.17 -6.11 -0.07
H46 0.96 5.28 2.17
H47 1.22 4.60 3.78
H48 3.05 4.00 0.63
O4 -3.60 1.49 1.74
H49 -1.12 4.66 2.17
Si1 -0.08 2.30 2.14
H50 -0.72 -0.09 3.93
C27 -2.70 -5.22 5.23
C28 -0.34 2.91 -3.49
C29 -2.02 2.47 -5.24
C30 -1.12 -2.44 2.44
F2 -1.85 0.44 -2.22
C31 -2.05 -5.66 4.06
C32 -2.93 -1.27 -0.15
H51 -1.95 4.46 -1.61
H52 0.76 0.77 -4.47
H53 -0.20 6.20 -3.15
C33 3.13 -1.11 1.51
H54 -2.83 1.93 -4.74
C34 0.16 5.19 -2.95
H55 1.31 -1.26 2.38
H56 -0.84 4.06 0.52
H57 -2.22 3.54 -5.21
H58 0.37 5.09 -1.87
H59 -2.24 0.73 3.52

## Properties
- highest occupied orbital energy (spin up / spin down) (Ha) = -0.025 / -0.070
- electronic energy (eV) = -221661.4871
- charge = -2
- <S²> = 0.899
- 2S+1 = 2

Here are the Löwdin charges for atoms 1 to 99, given in e:
1 O -0.28
2 H 0.11
3 H 0.00
4 H 0.06
5 C -0.23
6 C -0.22
7 C -0.12
8 H 0.08
9 C -0.13
10 H 0.08
11 H 0.11
12 H 0.07
13 F 0.02
14 H 0.07
15 H 0.07
16 N 0.02
17 H 0.01
18 S 0.94
19 H 0.04
20 H 0.07
21 C -0.09
22 C -0.12
23 C -0.55
24 H 0.05
25 H 0.11
26 Se 0.98
27 C -0.63
28 Ti 0.72
29 H 0.07
30 H 0.01
31 C -0.22
32 C -0.12
33 N -0.26
34 H 0.00
35 H 0.07
36 Ge 0.76
37 C -0.12
38 H 0.02
39 H 0.01
40 O 0.04
41 H 0.11
42 C -0.06
43 H 0.08
44 H 0.01
45 H 0.11
46 H 0.00
47 C -0.60
48 H 0.07
49 B -1.13
50 H 0.08
51 C -0.24
52 C -0.63
53 C -0.04
54 C -0.11
55 H 0.00
56 H 0.00
57 C -0.48
58 N 0.12
59 C -0.14
60 H 0.08
61 H 0.05
62 H 0.06
63 H 0.10
64 C -0.01
65 C -0.22
66 H 0.05
67 H 0.11
68 H 0.04
69 H 0.08
70 H 0.11
71 H 0.00
72 H 0.01
73 O -0.03
74 N 0.02
75 C -0.02
76 N -0.22
77 H 0.11
78 C -0.22
79 H 0.00
80 C -0.08
81 H 0.12
82 H 0.01
83 C -0.08
84 C -0.35
85 H 0.01
86 H 0.06
87 H 0.05
88 H 0.08
89 O 0.03
90 H 0.01
91 Si 0.80
92 H 0.05
93 C -0.26
94 C -0.61
95 C -0.10
96 C -0.10
97 F 0.00
98 C -0.04
99 C -0.51